Formula: C3H11NO3
Source: the OMol25 dataset
Level of theory: the ωB97M-V functional and the def2-TZVPD basis

Results
Expectation value of S² ... 0.754
Electronic energy ... -10919.417 eV
LUMO level (alpha / beta) ... 3.71 / 3.53 eV
HOMO energy (alpha / beta) ... 1.3 / -4.0 eV
Multiplicity ... 2
Kohn-Sham gap (alpha / beta) ... 0.0882 / 0.2783 Eh
Total charge ... -1
M ... 109.125 g mol⁻¹
Relative energy (zero: lowest compared OMol25 entry of this formula, charge and spin) ... 2.0375 eV

Structure (XYZ):
```
18
Properties=species:S:1:pos:R:3:forces:R:3
C 1.599334 1.905138 1.526840 0.8 -2.2 -2.5
C 0.316358 1.166599 1.084756 -1.4 0.4 -1.8
C 0.321697 0.645111 -0.420030 -0.4 -2.2 1.4
N 0.947573 1.222318 -1.575730 -1.7 -2.4 -1.8
O -0.390200 -0.409864 -0.584307 -0.1 0.4 -0.6
H 1.464537 2.545412 2.331210 -0.1 1.1 1.8
H 2.380937 1.120217 1.652572 -0.5 0.5 0.7
H 2.089032 2.468733 0.701620 -0.8 0.1 0.3
H -0.621146 1.860563 1.105314 1.1 -0.1 0.2
H -0.104874 0.345366 1.826484 1.5 1.1 -1.7
H 1.534513 1.942999 -1.362353 2.0 2.2 0.3
H 1.208839 0.669970 -2.540387 -0.7 1.1 3.5
H -1.321049 -3.583235 1.819951 0.9 1.1 -1.6
H -1.888672 -3.945350 3.056081 -0.3 -0.8 -0.1
O -1.726996 -4.345550 2.182845 -0.6 -0.3 1.6
H -2.487740 -1.704048 -3.821424 -0.6 -0.4 0.2
H -1.627913 -0.711091 -3.099314 0.4 1.2 2.4
O -1.694229 -1.193289 -3.884128 0.4 -0.8 -2.4
```
Positions in Å, forces in eV/Å.

***

Formula: C3H11NO3
Source: the OMol25 dataset
Level of theory: the ωB97M-V functional and the def2-TZVPD basis

Results
Electronic energy ... -10920.742 eV
LUMO level ... 0.83 eV
HOMO energy ... -10.3 eV
Kohn-Sham gap ... 0.4094 Eh
SMILES string ... CCNC=O.O.O
M ... 109.125 g mol⁻¹
Relative energy (zero: lowest compared OMol25 entry of this formula, charge and spin) ... 2.2637 eV

Structure (XYZ):
```
18
Properties=species:S:1:pos:R:3:forces:R:3
C 2.553465 0.450575 -0.917591 -1.0 3.0 -0.1
C 1.074743 1.202991 -1.037199 -0.3 -0.8 1.5
N -0.055301 0.590753 -0.135690 1.7 -0.5 -2.5
C -0.979167 -0.162574 -0.872538 -0.5 -0.6 3.7
O -1.912114 -0.833889 -0.383761 1.9 0.9 -1.4
H 2.463141 -0.601256 -0.830051 -0.4 -1.0 1.4
H 3.163631 0.433173 -1.805716 -0.3 0.8 -1.1
H 3.244019 1.047716 -0.241300 -1.2 -1.4 -0.1
H 0.587766 1.121964 -1.996340 0.6 0.0 -0.7
H 1.034720 2.295626 -0.789816 0.8 -1.0 -0.1
H 0.321476 0.208694 0.757856 -1.1 0.5 -0.4
H -0.820770 -0.215520 -1.910162 0.2 0.5 -1.7
O -2.817245 -0.676981 1.973236 -1.8 1.3 1.5
H -2.771556 -1.090939 1.103405 -0.3 0.6 -0.2
H -3.581793 -0.017632 2.027784 1.7 -1.7 -0.5
O -0.083543 -1.267194 1.848137 -1.2 -0.3 -2.4
H -0.934487 -1.199286 2.312178 0.2 0.2 0.4
H -0.486992 -1.286218 0.897567 1.0 -0.6 2.6
```
Positions in Å, forces in eV/Å.